{"formula": "C3H4Br2O", "method": "wB97M-V/def2-TZVPD", "species": ["C", "C", "C", "O", "Br", "Br", "H", "H", "H", "H"], "xyz": [[1.100, -1.078, -0.622], [-0.349, 0.771, 0.885], [-0.562, -0.058, -0.372], [2.069, -0.761, -0.050], [-0.843, 1.191, -1.928], [-1.885, -1.250, -0.275], [0.919, -1.912, -1.165], [-1.052, 1.636, 0.978], [0.689, 1.319, 0.703], [-0.086, 0.142, 1.847]], "total_charge": 0, "total_energy_ha": -5339.897020, "de_lowest_kj_mol": 123.9, "orbital_gap_ha": 0.356}